1.
# C2H5NSi

A structure of composition C2H5NSi at a distorted geometry (ωB97M-V/def2-TZVPD, OMol25).

As for the lowest unoccupied orbital energy: -0.7 eV. The calculation puts the energy above the lowest of the compared OMol25 structures with the same formula, charge and spin at 4.033 eV. The HOMO-LUMO gap comes out at 7.56 eV. The electronic energy is -11517.7720 eV.

Atoms and positions in Å:
1 C -1.704 -0.367 -0.148
2 C -0.458 -0.430 -0.020
3 N -2.897 -0.352 -0.340
4 Si 1.297 -0.707 0.079
5 H 1.309 1.466 -0.256
6 H 1.822 2.054 -0.042
7 H -3.620 0.030 0.336
8 H 2.069 -1.154 -0.914
9 H 2.184 -0.540 1.306

Population analysis type Löwdin, resulting atomic charges in e: atom 1 (C): -0.4230, atom 2 (C): -0.3008, atom 3 (N): 0.0979, atom 4 (Si): 0.6993, atom 5 (H): -0.0388, atom 6 (H): 0.0733, atom 7 (H): 0.1011, atom 8 (H): -0.1418, atom 9 (H): -0.0673


2.
# C49H51IrN4O3PS3Sb

A structure of composition C49H51IrN4O3PS3Sb (ωB97M-V/def2-TZVPD, OMol25).

Its spin multiplicity is 2. As for the lowest unoccupied orbital energy (spin up / spin down): -2.1 / -2.6 eV. The calculation puts the energy above the lowest of the compared OMol25 structures with the same formula, charge and spin at 0.000 eV. As for the charge: +1. The HOMO-LUMO gap (spin up / spin down) comes out at 7.15 / 6.67 eV. The electronic energy is -114911.3280 eV.

Atoms and positions in Å:
1 Ir -0.952 0.342 0.867
2 C -0.112 -5.279 -0.682
3 C -0.507 -3.918 -1.144
4 N 0.269 -2.874 -1.111
5 C -0.391 -1.768 -1.609
6 C -1.668 -1.979 -2.008
7 S -2.087 -3.614 -1.777
8 C 0.367 -0.502 -1.733
9 C 0.877 -0.056 -2.906
10 S 1.860 1.321 -2.635
11 C 1.487 1.279 -0.966
12 N 0.691 0.286 -0.640
13 C 2.117 2.242 -0.024
14 H 0.839 -5.218 -0.163
15 H -0.016 -5.964 -1.526
16 H -0.855 -5.682 0.007
17 H -2.373 -1.267 -2.395
18 H 0.788 -0.517 -3.875
19 H 3.104 1.863 0.252
20 H 1.526 2.345 0.877
21 H 2.247 3.215 -0.495
22 O 0.452 1.203 2.538
23 N 0.326 0.658 3.732
24 C -0.411 1.290 4.666
25 C -0.550 0.755 5.926
26 C 0.067 -0.453 6.229
27 C 0.831 -1.075 5.256
28 C 0.961 -0.493 4.011
29 H -0.854 2.218 4.332
30 H -1.142 1.286 6.656
31 H -0.038 -0.893 7.211
32 H 1.341 -2.010 5.439
33 H 1.549 -0.905 3.203
34 C -3.997 1.499 2.162
35 P -2.951 0.033 1.845
36 C -4.014 -0.947 0.743
37 C -3.041 -0.828 3.442
38 H -4.934 1.184 2.624
39 H -4.216 2.008 1.222
40 H -3.486 2.204 2.817
41 H -5.002 -1.072 1.192
42 H -3.548 -1.918 0.587
43 H -4.121 -0.428 -0.211
44 H -4.083 -1.018 3.707
45 H -2.587 -0.214 4.219
46 H -2.515 -1.776 3.366
47 C 6.759 -3.215 -0.847
48 C 5.879 -2.320 -0.019
49 C 6.382 -1.133 0.497
50 C 5.583 -0.288 1.252
51 C 4.275 -0.648 1.524
52 C 3.753 -1.835 1.016
53 N 2.400 -2.142 1.310
54 C 1.956 -3.231 2.022
55 C 2.877 -4.129 2.587
56 C 2.456 -5.245 3.282
57 C 1.102 -5.517 3.450
58 C 0.184 -4.637 2.911
59 C 0.575 -3.496 2.212
60 C -0.521 -2.610 1.715
61 O -1.676 -2.997 1.598
62 O -0.116 -1.398 1.474
63 C 4.543 -2.673 0.216
64 C 3.976 -3.916 -0.411
65 H 7.784 -2.847 -0.861
66 H 6.409 -3.272 -1.880
67 H 6.769 -4.235 -0.459
68 H 7.414 -0.868 0.305
69 H 5.987 0.634 1.648
70 H 3.646 -0.020 2.145
71 H 1.684 -1.495 1.015
72 H 3.935 -3.938 2.465
73 H 3.199 -5.912 3.700
74 H 0.774 -6.394 3.991
75 H -0.880 -4.813 3.014
76 H 2.892 -3.902 -0.381
77 H 4.327 -4.822 0.090
78 H 4.282 -3.988 -1.456
79 S -1.358 2.640 0.498
80 Sb -2.355 3.185 -1.507
81 C -3.577 4.847 -1.137
82 C -4.114 5.565 -2.201
83 C -4.933 6.653 -1.948
84 C -5.216 7.020 -0.638
85 C -4.683 6.299 0.421
86 C -3.861 5.208 0.175
87 C -3.640 1.800 -2.402
88 C -4.989 1.840 -2.058
89 C -5.871 0.935 -2.629
90 C -5.411 0.008 -3.556
91 C -4.069 -0.019 -3.910
92 C -3.179 0.872 -3.328
93 C -0.944 3.784 -2.938
94 C -1.075 3.483 -4.289
95 C -0.102 3.916 -5.183
96 C 0.979 4.657 -4.728
97 C 1.097 4.971 -3.381
98 C 0.140 4.531 -2.481
99 H -3.899 5.283 -3.228
100 H -5.351 7.217 -2.772
101 H -5.853 7.872 -0.444
102 H -4.903 6.589 1.440
103 H -3.436 4.646 0.999
104 H -5.361 2.585 -1.359
105 H -6.919 0.963 -2.360
106 H -6.101 -0.691 -4.010
107 H -3.715 -0.744 -4.634
108 H -2.129 0.833 -3.589
109 H -1.925 2.923 -4.656
110 H -0.196 3.681 -6.235
111 H 1.730 4.997 -5.429
112 H 1.939 5.554 -3.031
113 H 0.248 4.752 -1.425

Atomic partial charges in e from the Löwdin method, atoms 1 to 99: atom 1 (Ir): 0.7996, atom 2 (C): -0.0578, atom 3 (C): -0.6213, atom 4 (N): 0.1230, atom 5 (C): -0.3560, atom 6 (C): -0.3520, atom 7 (S): 1.0817, atom 8 (C): -0.3307, atom 9 (C): -0.3126, atom 10 (S): 1.1086, atom 11 (C): -0.6296, atom 12 (N): -0.0536, atom 13 (C): -0.0748, atom 14 (H): 0.0721, atom 15 (H): 0.0844, atom 16 (H): 0.0854, atom 17 (H): 0.0378, atom 18 (H): 0.0896, atom 19 (H): 0.0836, atom 20 (H): 0.0333, atom 21 (H): 0.0738, atom 22 (O): -0.2607, atom 23 (N): -0.1876, atom 24 (C): -0.0229, atom 25 (C): -0.0427, atom 26 (C): -0.0413, atom 27 (C): -0.0055, atom 28 (C): 0.0065, atom 29 (H): 0.1427, atom 30 (H): 0.1186, atom 31 (H): 0.1165, atom 32 (H): 0.1241, atom 33 (H): 0.1124, atom 34 (C): -0.2779, atom 35 (P): 0.6346, atom 36 (C): -0.2309, atom 37 (C): -0.2142, atom 38 (H): 0.0531, atom 39 (H): 0.0082, atom 40 (H): 0.0358, atom 41 (H): 0.0587, atom 42 (H): 0.0209, atom 43 (H): 0.0266, atom 44 (H): 0.0589, atom 45 (H): 0.0268, atom 46 (H): 0.0361, atom 47 (C): -0.0455, atom 48 (C): -0.2265, atom 49 (C): -0.0483, atom 50 (C): -0.0819, atom 51 (C): -0.0328, atom 52 (C): -0.2019, atom 53 (N): 0.0887, atom 54 (C): -0.2051, atom 55 (C): -0.0237, atom 56 (C): -0.0758, atom 57 (C): -0.0902, atom 58 (C): -0.0373, atom 59 (C): -0.0930, atom 60 (C): -0.5884, atom 61 (O): 0.0113, atom 62 (O): -0.2752, atom 63 (C): -0.1664, atom 64 (C): -0.0285, atom 65 (H): 0.0769, atom 66 (H): 0.0838, atom 67 (H): 0.0858, atom 68 (H): 0.1095, atom 69 (H): 0.1029, atom 70 (H): 0.1049, atom 71 (H): 0.0916, atom 72 (H): 0.1137, atom 73 (H): 0.1068, atom 74 (H): 0.0997, atom 75 (H): 0.1185, atom 76 (H): 0.0541, atom 77 (H): 0.0926, atom 78 (H): 0.0823, atom 79 (S): 0.1522, atom 80 (Sb): 1.3600, atom 81 (C): -0.3656, atom 82 (C): -0.1131, atom 83 (C): -0.0695, atom 84 (C): -0.0651, atom 85 (C): -0.0682, atom 86 (C): -0.1301, atom 87 (C): -0.3491, atom 88 (C): -0.1216, atom 89 (C): -0.0637, atom 90 (C): -0.0550, atom 91 (C): -0.0778, atom 92 (C): -0.1515, atom 93 (C): -0.3621, atom 94 (C): -0.1190, atom 95 (C): -0.0685, atom 96 (C): -0.0678, atom 97 (C): -0.0776, atom 98 (C): -0.1458, atom 99 (H): 0.1069


3.
# C22H44AlBBeBr2Cl7F4IO13PS2

A structure of composition C22H44AlBBeBr2Cl7F4IO13PS2 at a distorted geometry (ωB97M-V/def2-TZVPD, OMol25).

As for the lowest unoccupied orbital energy: -8.7 eV. As for the charge: +1. The HOMO-LUMO gap comes out at 1.41 eV. The electronic energy is -335464.1580 eV.

Atoms and positions in Å:
1 C -1.162 -0.293 -2.462
2 C -1.914 -0.139 -0.980
3 C -3.501 0.241 -1.351
4 C -1.941 -1.567 -0.256
5 C -0.694 -2.170 0.534
6 C 0.322 -1.258 1.430
7 C 1.108 0.030 0.719
8 C 1.134 1.430 1.523
9 C 1.955 2.487 0.505
10 I -0.733 2.437 1.959
11 O 1.510 -2.210 1.372
12 S 1.305 -3.614 2.382
13 O 0.740 -4.906 1.681
14 O 2.690 -3.912 3.001
15 O 0.140 -2.750 3.354
16 C 0.185 -1.261 3.103
17 C 1.549 -0.938 3.983
18 C 1.445 0.150 5.184
19 C 0.811 -0.455 6.613
20 O 0.957 1.491 4.851
21 C -1.090 -0.762 3.892
22 C -2.614 -1.127 3.054
23 C -4.003 -0.330 3.730
24 O -3.281 0.077 2.308
25 H -0.491 -1.251 -2.385
26 H -2.023 -0.522 -3.239
27 H -0.579 0.695 -2.691
28 H -1.388 0.752 -0.458
29 H -4.086 -0.800 -1.390
30 H -3.617 0.723 -2.411
31 H -4.034 0.856 -0.498
32 H -2.155 -2.354 -1.138
33 H -2.958 -1.628 0.370
34 H -1.177 -3.074 1.154
35 H -0.013 -2.732 -0.273
36 H 2.265 -0.221 0.530
37 H 0.725 0.251 -0.385
38 H 1.892 1.344 2.441
39 H 2.105 3.512 1.048
40 H 3.043 2.016 0.388
41 H 1.460 2.560 -0.555
42 H 1.995 -1.906 4.525
43 H 2.415 -0.615 3.226
44 H 2.587 0.336 5.503
45 H -0.370 -0.290 6.668
46 H 1.106 -1.577 6.772
47 H 1.269 0.170 7.489
48 H 1.730 2.145 4.758
49 H -1.255 0.361 4.122
50 H -1.264 -1.401 4.882
51 H -2.774 -2.293 2.613
52 H -5.015 -0.336 3.134
53 H -3.542 0.677 4.174
54 O -2.467 4.480 -0.684
55 H -1.935 3.933 -0.135
56 O 2.304 -6.336 -0.651
57 H 1.653 -7.056 -0.853
58 H 3.159 -6.706 -0.314
59 H 1.924 -5.671 -0.022
60 C 1.990 6.243 3.209
61 Cl 2.461 4.817 4.168
62 Cl 3.388 6.810 2.261
63 Cl 0.663 5.803 2.104
64 Cl 1.448 7.541 4.302
65 O -5.767 -5.325 -0.210
66 P -5.356 -3.943 0.326
67 O -6.574 -3.260 0.969
68 O -4.836 -3.078 -0.834
69 O -4.247 -4.110 1.378
70 Br 1.104 2.446 -3.439
71 C 0.026 4.070 -3.349
72 C 0.701 5.215 -4.067
73 Br 2.149 5.963 -2.996
74 H -0.161 4.271 -2.290
75 H -0.918 3.811 -3.837
76 H 0.002 6.042 -4.217
77 H 1.131 4.930 -5.031
78 Be -3.441 6.059 -0.891
79 Al 4.703 -4.322 3.631
80 B 3.076 -6.213 -3.818
81 F 1.674 -6.562 -3.985
82 F 3.798 -7.353 -3.278
83 F 3.641 -5.849 -5.108
84 F 3.190 -5.089 -2.904
85 C -7.594 1.184 -1.910
86 Cl -8.523 1.703 -0.493
87 Cl -6.487 2.466 -2.431
88 Cl -6.700 -0.305 -1.557
89 H -8.293 0.981 -2.724
90 C 5.193 0.691 -6.793
91 S 3.850 1.765 -6.231
92 O 3.799 2.945 -7.155
93 C 4.666 2.303 -4.708
94 H 4.917 0.268 -7.761
95 H 6.114 1.269 -6.900
96 H 5.339 -0.119 -6.074
97 H 5.620 2.781 -4.944
98 H 4.829 1.441 -4.057
99 H 4.017 3.020 -4.201

Population analysis type Löwdin, resulting atomic charges in e: atom 1 (C): -0.1093, atom 2 (C): -0.3658, atom 3 (C): -0.1395, atom 4 (C): -0.1974, atom 5 (C): -0.1107, atom 6 (C): -0.1992, atom 7 (C): -0.1238, atom 8 (C): -0.7087, atom 9 (C): -0.1819, atom 10 (I): 1.0119, atom 11 (O): -0.2882, atom 12 (S): 0.9551, atom 13 (O): -0.2958, atom 14 (O): -0.6143, atom 15 (O): -0.2261, atom 16 (C): -0.2732, atom 17 (C): -0.0746, atom 18 (C): -0.3682, atom 19 (C): -0.0600, atom 20 (O): -0.1573, atom 21 (C): -0.0544, atom 22 (C): -0.1261, atom 23 (C): 0.0351, atom 24 (O): -0.3318, atom 25 (H): 0.0820, atom 26 (H): 0.0956, atom 27 (H): -0.0267, atom 28 (H): 0.0555, atom 29 (H): 0.0400, atom 30 (H): 0.0696, atom 31 (H): 0.0738, atom 32 (H): 0.1510, atom 33 (H): 0.1025, atom 34 (H): 0.1339, atom 35 (H): 0.1487, atom 36 (H): 0.1532, atom 37 (H): 0.1272, atom 38 (H): 0.0926, atom 39 (H): 0.0421, atom 40 (H): 0.0999, atom 41 (H): 0.0386, atom 42 (H): 0.1251, atom 43 (H): 0.1329, atom 44 (H): 0.1544, atom 45 (H): 0.0954, atom 46 (H): 0.0890, atom 47 (H): 0.0894, atom 48 (H): 0.0805, atom 49 (H): 0.0845, atom 50 (H): 0.1476, atom 51 (H): 0.1609, atom 52 (H): 0.1374, atom 53 (H): 0.1094, atom 54 (O): -0.2797, atom 55 (H): -0.1323, atom 56 (O): 0.3130, atom 57 (H): 0.2159, atom 58 (H): 0.2049, atom 59 (H): 0.1470, atom 60 (C): -1.9990, atom 61 (Cl): 0.5240, atom 62 (Cl): 0.5309, atom 63 (Cl): 0.4564, atom 64 (Cl): 0.5347, atom 65 (O): -0.1192, atom 66 (P): -0.0614, atom 67 (O): -0.1477, atom 68 (O): -0.2143, atom 69 (O): -0.2206, atom 70 (Br): 0.7236, atom 71 (C): -0.6649, atom 72 (C): -0.6799, atom 73 (Br): 0.6064, atom 74 (H): 0.0296, atom 75 (H): 0.0669, atom 76 (H): 0.0552, atom 77 (H): 0.0626, atom 78 (Be): 1.0767, atom 79 (Al): 1.0006, atom 80 (B): -1.0532, atom 81 (F): 0.0300, atom 82 (F): 0.0219, atom 83 (F): 0.0403, atom 84 (F): 0.0112, atom 85 (C): -1.5162, atom 86 (Cl): 0.5144, atom 87 (Cl): 0.4798, atom 88 (Cl): 0.5945, atom 89 (H): 0.0212, atom 90 (C): -0.2652, atom 91 (S): 0.7773, atom 92 (O): -0.5590, atom 93 (C): -0.2891, atom 94 (H): 0.0543, atom 95 (H): 0.0582, atom 96 (H): 0.0549, atom 97 (H): 0.0589, atom 98 (H): 0.0526, atom 99 (H): 0.0021